47
Properties=species:S:1:pos:R:3 method="wB97M-V/def2-TZVPD" spin_multiplicity=1 lumo_ha=-0.2073 total_energy_ev=-48223.3008 homo_lumo_gap_ev=9.306 charge=+2
Y 0.351 -0.359 1.089
C -2.856 1.231 -1.796
O -2.712 0.264 -0.717
C -1.565 0.141 -0.136
O -0.571 0.851 -0.521
H -3.895 1.168 -2.098
H -2.197 0.962 -2.618
H -2.620 2.229 -1.437
N -0.670 -1.126 3.215
H -1.528 -1.653 3.062
H -0.954 -0.301 3.744
H -0.108 -1.680 3.859
C 3.108 4.180 3.079
N 2.366 4.025 1.841
C 2.513 5.001 0.752
C 1.553 4.473 -0.329
N 1.091 3.212 0.261
C 1.553 3.045 1.501
S 1.139 1.742 2.560
H 4.174 4.233 2.859
H 2.916 3.332 3.729
H 2.800 5.097 3.580
H 3.551 5.023 0.420
H 2.243 5.994 1.108
H 2.054 4.295 -1.277
H 0.712 5.145 -0.495
H 0.363 2.635 -0.133
C -3.963 -3.431 -1.657
C -2.494 -3.156 -1.545
C -1.789 -2.577 -2.597
C -0.425 -2.336 -2.506
C 0.244 -2.695 -1.345
C -0.435 -3.284 -0.275
C -1.794 -3.505 -0.383
S 1.950 -2.268 -1.203
C 2.723 -3.811 -0.771
O 1.980 -1.466 0.131
H -4.423 -2.822 -2.432
H -4.472 -3.241 -0.713
H -4.128 -4.479 -1.915
H -2.316 -2.308 -3.504
H 0.110 -1.878 -3.328
H 0.098 -3.610 0.614
H -2.328 -3.978 0.432
H 2.242 -4.247 0.102
H 3.771 -3.595 -0.571
H 2.637 -4.468 -1.636

50
Properties=species:S:1:pos:R:3 method="wB97M-V/def2-TZVPD" spin_multiplicity=5 lumo_ha="-0.0022 / -0.0254" total_energy_ev=-72816.3831 s_squared=6.015 homo_lumo_gap_ev="5.838 / 6.234"
Os -0.478 -0.100 -1.233
N 0.407 -2.224 -0.339
C 1.626 -1.973 0.457
C 2.197 -3.203 1.177
C 1.386 -3.799 2.345
C 1.962 -3.542 3.747
N 1.617 -2.267 4.359
C 0.320 -1.902 4.641
N -0.518 -2.940 4.986
N -0.021 -0.670 4.536
C 1.751 0.532 1.481
O 1.762 1.152 2.694
O 0.441 0.192 0.972
H -0.350 -2.566 0.247
H 0.576 -2.925 -1.051
H 2.384 -1.644 -0.245
H 3.204 -2.940 1.520
H 2.332 -3.974 0.415
H 1.346 -4.881 2.212
H 0.345 -3.461 2.329
H 3.050 -3.585 3.703
H 1.653 -4.350 4.413
H 2.183 -1.474 4.099
H -0.107 -3.764 5.391
H -1.399 -2.674 5.392
H 1.197 0.678 3.336
H -0.965 -0.491 4.857
O -5.937 2.814 -4.045
C -4.926 2.321 -3.593
S -4.381 0.674 -3.959
C -2.965 0.705 -2.955
C -2.705 1.854 -2.281
S -1.342 2.110 -1.226
S -3.819 3.167 -2.497
S -1.997 -0.746 -2.886
C 2.671 0.752 -0.922
C 2.747 1.215 0.537
C 4.152 0.943 1.085
C 2.445 2.722 0.568
C 1.297 -0.877 1.438
H 3.067 1.535 -1.569
H 1.631 0.588 -1.251
H 3.250 -0.149 -1.119
H 4.896 1.450 0.469
H 4.372 -0.129 1.078
H 4.241 1.306 2.108
H 3.189 3.251 -0.030
H 2.470 3.109 1.583
H 1.457 2.922 0.146
H 0.926 -1.253 2.386

46
Properties=species:S:1:pos:R:3 method="wB97M-V/def2-TZVPD" spin_multiplicity=1 lumo_ha=0.0124 total_energy_ev=-27943.9801 homo_lumo_gap_ev=8.453
C -4.128 -2.335 -0.296
N -3.637 -0.995 -0.051
C -2.363 -0.774 0.411
C -1.924 0.495 0.665
C -2.761 1.629 0.435
O -2.426 2.791 0.578
N -4.061 1.310 0.005
C -4.532 0.054 -0.246
O -5.665 -0.153 -0.627
C -4.997 2.398 -0.216
H -5.342 2.387 -1.250
H -4.470 3.324 0.001
H -5.859 2.285 0.441
C -0.489 0.695 1.084
N 0.360 -0.366 0.565
C -0.155 -1.628 1.001
N -1.558 -1.851 0.630
H -1.788 -2.715 0.168
H -0.082 -1.666 2.096
H 0.443 -2.440 0.584
C 0.592 -0.286 -0.871
C 1.923 -0.944 -1.289
N 3.140 -0.371 -0.764
C 3.343 1.029 -1.084
C 4.797 1.400 -0.762
N 5.136 1.148 0.625
H 4.582 1.761 1.220
C 4.839 -0.232 0.960
C 3.386 -0.612 0.646
H 3.227 -1.673 0.853
H 2.705 -0.028 1.288
H 5.049 -0.391 2.020
H 5.509 -0.862 0.369
H 4.974 2.455 -0.983
H 5.465 0.793 -1.378
H 3.146 1.179 -2.148
H 2.672 1.689 -0.503
H 1.983 -0.887 -2.381
H 1.920 -2.001 -1.010
H -0.221 -0.751 -1.452
H 0.622 0.769 -1.147
H -0.398 0.695 2.176
H -0.145 1.666 0.724
H -5.181 -2.239 -0.558
H -3.599 -2.801 -1.131
H -4.032 -2.950 0.601

44
Properties=species:S:1:pos:R:3 method="wB97M-V/def2-TZVPD" spin_multiplicity=4 lumo_ha="0.0282 / -0.0615" total_energy_ev=-53441.6565 s_squared=3.772 homo_lumo_gap_ev="8.626 / 6.160"
Pd 0.175 -0.487 0.168
C -4.485 -0.893 -2.424
C -2.954 -0.881 -2.468
C -2.457 -0.619 -3.883
C -2.407 0.091 -1.444
C -2.413 -0.284 -0.092
C -1.946 0.580 0.899
C -1.433 1.840 0.562
C -0.904 2.765 1.622
C -1.455 2.209 -0.776
C -1.935 1.356 -1.763
H -4.885 -1.636 -3.117
H -4.880 0.085 -2.709
H -4.857 -1.125 -1.425
H -2.600 -1.873 -2.169
H -2.878 0.303 -4.293
H -2.762 -1.433 -4.541
H -1.369 -0.543 -3.922
H -2.848 -1.234 0.194
H -2.052 0.306 1.942
H 0.046 2.400 2.020
H -1.603 2.850 2.456
H -0.731 3.761 1.219
H -1.063 3.180 -1.055
H -1.916 1.682 -2.794
C 5.803 1.628 2.128
C 4.730 1.288 1.125
O 3.546 0.906 1.861
P 2.408 0.009 1.158
S -0.025 -2.691 -0.007
S 1.987 0.849 -0.648
O 3.212 -1.370 0.851
C 3.145 -2.412 1.843
C 4.200 -2.245 2.915
H 6.749 1.809 1.615
H 5.947 0.803 2.826
H 5.540 2.520 2.695
H 5.033 0.470 0.471
H 4.469 2.146 0.503
H 3.285 -3.341 1.293
H 2.141 -2.433 2.278
H 5.194 -2.186 2.469
H 4.180 -3.100 3.594
H 4.033 -1.342 3.502

57
Properties=species:S:1:pos:R:3 method="wB97M-V/def2-TZVPD" spin_multiplicity=1 lumo_ha=0.1599 total_energy_ev=-145807.4545 homo_lumo_gap_ev=6.938 charge=-2
Pt -0.632 -0.338 0.278
O -1.652 -1.409 -3.394
As -2.157 -2.191 -1.858
O -3.433 -3.097 -2.268
O -2.301 -0.837 -0.796
C -0.472 -3.001 -1.359
C 0.412 -3.359 -2.363
C 1.730 -3.680 -2.053
C 2.161 -3.599 -0.739
C 1.275 -3.260 0.274
C -0.048 -2.967 -0.026
S -1.257 -3.056 1.332
O -2.337 -3.817 0.745
O -0.551 -3.665 2.427
O -1.687 -1.644 1.610
H -1.186 -0.593 -3.179
H 0.081 -3.340 -3.393
H 2.421 -3.955 -2.841
H 3.197 -3.809 -0.498
H 1.589 -3.211 1.309
N 3.116 1.801 1.007
C 3.451 0.653 0.403
N 3.785 -0.383 1.194
S 3.498 0.529 -1.292
H 2.651 1.761 1.930
H 2.725 2.485 0.385
H 3.312 -0.464 2.108
H 3.864 -1.249 0.686
C -1.841 1.997 -1.992
C -0.319 1.838 -1.849
C 0.344 1.934 -3.231
C 0.236 2.959 -0.962
C 0.017 0.512 -1.220
H -2.037 2.926 -2.535
H -2.325 2.042 -1.019
H -2.295 1.171 -2.539
H 0.146 2.913 -3.677
H -0.044 1.172 -3.914
H 1.423 1.801 -3.140
H -0.013 3.925 -1.413
H 1.320 2.873 -0.910
H -0.187 2.913 0.041
H 0.685 -0.117 -1.824
C -1.600 3.089 2.813
S -2.354 1.959 1.623
C -3.179 0.842 2.772
H -2.367 3.468 3.493
H -1.188 3.931 2.255
H -0.799 2.596 3.359
H -2.433 0.370 3.410
H -3.668 0.076 2.174
H -3.917 1.392 3.360
O 2.138 -0.493 3.573
S 0.946 0.236 3.126
O 1.241 1.681 3.021
O 0.761 -0.299 1.673
O -0.247 -0.009 3.903

49
Properties=species:S:1:pos:R:3 method="wB97M-V/def2-TZVPD" spin_multiplicity=1 lumo_ha=-0.1398 total_energy_ev=-245375.0083 homo_lumo_gap_ev=7.783 charge=+1
C -3.335 3.715 2.846
O -4.088 2.663 3.407
C -3.539 1.386 3.186
C -4.236 0.648 2.036
C -3.312 -0.372 1.370
C -2.240 0.274 0.482
C -1.827 -0.579 -0.731
N -0.383 -0.568 -0.997
C 0.125 0.420 -1.979
C 0.592 -0.212 -3.284
C 1.495 0.734 -4.090
N 1.082 2.126 -4.183
C 0.526 -1.298 -0.378
N 1.855 -1.114 -0.600
C 2.494 -1.965 0.167
C 3.956 -2.081 0.173
Br 4.654 -3.826 -0.023
C 4.801 -1.048 0.207
C 6.290 -1.181 0.104
Br 4.205 0.715 0.479
N 1.652 -2.714 0.907
S 1.924 -3.859 2.117
N 0.360 -2.284 0.532
Br -1.113 -3.117 1.218
H -3.286 3.639 1.751
H -2.313 3.726 3.242
H -3.828 4.646 3.115
H -3.652 0.816 4.113
H -2.459 1.462 2.991
H -5.099 0.116 2.440
H -4.591 1.383 1.309
H -3.901 -1.087 0.788
H -2.823 -0.944 2.168
H -2.629 1.227 0.111
H -1.343 0.519 1.057
H -2.269 -0.162 -1.634
H -2.199 -1.599 -0.662
H 0.935 0.986 -1.515
H -0.694 1.114 -2.158
H -0.273 -0.500 -3.890
H 1.165 -1.115 -3.061
H 2.495 0.717 -3.651
H 1.586 0.339 -5.104
H 1.343 2.679 -3.380
H 0.099 2.254 -4.382
H 6.756 -0.211 -0.043
H 6.551 -1.827 -0.736
H 6.689 -1.637 1.013
H 1.801 -3.004 3.150